[1]
The following is a DFT calculation (the ωB97M-V functional and the def2-TZVPD basis) of 2 unconnected molecules or ions with the total composition C2H9NOP.

```
14
Properties=species:S:1:pos:R:3:forces:R:3
C -2.2991 0.0845 0.5986 -1.0083 1.3306 -0.1507
C 2.7511 -0.0448 -0.1564 -0.2130 -1.2205 -2.9950
N 1.8321 -0.3966 0.6182 0.6093 1.1159 3.2035
O -0.3395 0.8540 -1.2260 0.4315 0.6100 1.5177
P -1.0123 -0.4150 -0.5125 1.3094 0.2410 -1.2933
H -3.3038 0.2302 0.1551 0.6703 -0.2900 -0.1630
H -2.3488 -0.6794 1.3182 -0.3262 -1.1558 1.0884
H -2.1318 1.0247 1.1777 0.5134 -0.5819 -0.6672
H 2.5359 -0.3796 -1.1869 0.4519 0.5052 0.0179
H 3.7261 0.4153 -0.0582 0.0079 0.2544 0.9156
H 2.1149 -0.1021 1.5991 -0.6609 -0.5364 -1.0184
H -0.1067 -1.3927 0.1574 -1.0156 1.3714 -0.8355
H -0.1067 1.6203 -0.6555 0.0441 -0.6088 -0.3960
H -1.3114 -0.8189 -1.8286 -0.8139 -1.0352 0.7761
```
Forces are in eV/Å.

Values from the calculation:
- energy (Eh) = -552.63965
- max |F| (eV/Å) = 3.45
- charge = +1
- HOMO (eV) = -14.4243
- LUMO (eV) = -4.02
- gap between HOMO and LUMO (eV) = 10.4

[2]
The following is a DFT calculation (the ωB97M-V functional and the def2-TZVPD basis) of C16H20N4O3 in the gas phase.

```
43
Properties=species:S:1:pos:R:3:forces:R:3
C 0.7706 3.7701 2.1067 0.1035 0.0865 0.1214
N -0.1600 3.1351 1.1958 -0.3422 -0.0023 -0.5285
C -1.1174 4.0120 0.5298 -0.2363 -0.0125 0.0238
C 0.0305 1.8187 0.9223 1.4986 -0.5828 0.6711
O 1.0341 1.2290 1.3497 -1.3517 0.7384 -0.7162
C -1.0956 1.1356 0.1504 0.1681 -0.2481 -0.4323
C -2.3908 1.1242 0.9538 -0.5273 0.3756 0.3724
C -3.0099 -0.2762 0.8208 -0.4454 -0.1902 0.2917
C -2.1798 -1.0499 -0.1916 0.0996 1.0230 -0.8058
N -0.8556 -0.3130 -0.2497 -0.2830 -0.0464 -1.0256
C 0.4330 -1.3573 0.3511 1.7915 -1.3431 2.3194
C -0.0286 -2.5133 1.0992 0.1687 -0.0980 -1.3836
N -0.3136 -2.3957 2.4508 -0.5878 0.6200 1.3950
O 0.2341 -1.4534 3.1009 -1.0289 -1.1113 -0.7442
O -1.1467 -3.1845 2.9996 1.5878 0.9447 -0.9538
C 1.3219 -1.6945 -0.8410 -1.3622 0.4116 0.7514
C 2.6119 -1.1796 -0.9043 0.0149 0.4085 -0.4347
C 3.3916 -1.4430 -2.0293 0.4975 -0.1573 0.2757
C 2.8769 -2.1957 -3.0942 -0.2078 -0.0599 0.2632
C 3.6906 -2.5732 -4.2265 1.0730 -0.1967 -1.5866
N 4.3277 -2.8792 -5.1562 -1.1876 0.5487 1.7831
C 1.5543 -2.6499 -3.0429 -0.1681 -0.5453 0.3465
C 0.8023 -2.4660 -1.8767 -0.0122 0.3272 -1.0643
H 1.3650 2.9825 2.5683 -0.0340 0.2485 0.0164
H 1.4315 4.4551 1.5617 -0.0792 -0.0414 0.1547
H 0.2109 4.3171 2.8732 0.1310 0.0030 -0.1304
H -1.5168 3.5790 -0.3949 0.2088 0.0846 0.2808
H -1.9774 4.2461 1.1745 0.2527 0.0068 -0.0584
H -0.6187 4.9500 0.2550 -0.0762 -0.1978 0.1173
H -1.2471 1.7291 -0.7810 0.1310 -0.7008 0.4305
H -2.1931 1.3311 2.0106 0.0214 0.0477 -0.1975
H -3.0420 1.9341 0.5798 0.1164 -0.4823 0.2255
H -2.9875 -0.7961 1.7792 0.0472 0.0881 0.0131
H -4.0631 -0.2206 0.5124 0.3354 -0.0834 0.0481
H -2.0233 -2.1132 0.0501 0.1272 0.5267 0.0263
H -2.6260 -0.9402 -1.1877 0.0456 -0.2452 0.1340
H -0.5453 -0.2653 -1.2241 -0.2105 -0.1820 0.2947
H 0.8990 -0.6246 1.0320 -0.2653 -0.5767 -0.6171
H -0.1376 -3.5277 0.6735 -0.2622 0.8954 0.3259
H 2.9464 -0.4989 -0.1115 0.0260 -0.4833 -0.3212
H 4.4322 -1.1035 -2.0577 -0.4503 -0.0553 -0.0998
H 1.1464 -3.2079 -3.8911 0.1527 0.1869 0.3546
H -0.2350 -2.8262 -1.8409 0.5198 0.0701 0.0632
```
Forces are in eV/Å.

Values from the calculation:
- energy (Eh) = -1066.25175
- structure (SMILES) = CN(C)C(=O)[C@@H]1CCC[N@@H+]1[C@@H](C=[N+]([O-])[O-])c1ccc(C#N)cc1
- max |F| (eV/Å) = 3.22
- HOMO (eV) = -7.4528
- LUMO (eV) = -0.23
- gap between HOMO and LUMO (eV) = 7.2

[3]
The following is a DFT calculation (the ωB97M-V functional and the def2-TZVPD basis) of 12 unconnected molecules or ions with the total composition C21H66O18.

```
105
Properties=species:S:1:pos:R:3:forces:R:3
O -22.9462 -14.1209 13.7828 -0.0952 -0.4855 -0.8941
C -24.0889 -13.6380 13.0667 0.2739 1.0958 1.7321
C -24.3476 -12.2033 13.5609 -1.2589 -0.0163 -1.0796
O -25.1041 -12.1243 14.7435 -0.2435 -0.1919 0.5178
H -22.1882 -13.8704 13.2495 0.4150 -0.0238 0.1876
H -24.0323 -13.6389 11.9782 0.4341 -0.2795 -0.0572
H -24.9188 -14.2642 13.3941 -0.1534 0.0711 -0.2277
H -24.9979 -11.7612 12.8061 -0.0124 0.3255 -0.0865
H -23.4825 -11.5484 13.6643 0.5301 -0.4065 -0.2843
H -24.6717 -12.6445 15.4247 0.1514 -0.0651 0.1954
O -17.6242 -6.9689 14.9516 -0.0849 0.2401 0.7893
C -18.5470 -6.5475 15.9897 0.6080 -0.3359 0.4454
C -17.8926 -5.8913 17.2331 0.6382 0.5606 -1.4914
O -17.5273 -4.5180 16.9510 -0.8376 -0.0503 0.4725
H -17.2856 -6.1713 14.5384 0.0448 0.0471 -0.2029
H -19.2701 -5.8723 15.5321 -0.1573 0.0954 0.3036
H -19.0586 -7.4514 16.3204 -0.0374 -0.0373 -0.1473
H -16.9662 -6.3690 17.5520 -0.1665 -0.6610 -0.1220
H -18.5869 -5.9278 18.0726 -0.0682 0.4165 -0.1306
H -16.8267 -4.4637 16.2969 0.1056 -0.3368 0.0772
O -21.9852 -6.3428 16.8213 1.1567 0.3077 -1.3094
C -22.2230 -6.0637 18.1727 -1.3433 0.9117 0.4577
C -22.8668 -4.6306 18.3445 0.8792 -1.9276 0.0668
O -24.1846 -4.6011 17.8580 0.0555 0.1910 0.4643
H -22.8324 -6.3147 16.3707 -0.1558 -0.0861 -0.0058
H -22.8989 -6.8841 18.4140 -0.1888 0.3832 1.3493
H -21.2924 -6.0754 18.7402 0.1157 -0.2846 -0.1944
H -22.1682 -3.9726 17.8277 -0.1523 0.3982 -0.2738
H -22.8373 -4.3558 19.3989 -0.3661 -0.0142 0.0128
H -24.1629 -4.6835 16.9018 -0.0248 0.2271 -0.3320
O -15.3450 -11.7802 16.3107 0.8816 -0.6457 0.0761
C -16.6761 -11.3910 16.4667 0.2855 0.8653 -0.8992
C -16.8395 -10.1089 15.6177 -1.3637 -0.8965 0.9907
O -15.8677 -9.1676 16.0692 -0.2531 -0.5758 -0.2941
H -14.8711 -10.9561 16.4451 0.5731 0.0272 -0.0314
H -17.3032 -12.1955 16.0826 -0.1192 0.2466 0.1241
H -16.8429 -11.1975 17.5264 -0.5364 0.1230 0.1169
H -17.8666 -9.7775 15.7699 -0.1686 0.5515 0.2454
H -16.8400 -10.3860 14.5635 0.8661 0.2071 -0.1617
H -16.0436 -8.3261 15.6420 -0.1965 0.1936 -0.1625
O -24.0180 -4.5279 15.0217 -1.6921 -0.0263 1.0697
C -22.8665 -4.7293 14.3186 2.9554 0.4715 -0.8860
C -22.8774 -3.8785 13.0664 -0.5423 -0.5043 -0.4607
O -23.7601 -4.5269 12.1010 0.8130 0.6428 0.2517
H -24.7315 -4.6529 14.3917 -0.4492 -0.0883 0.3108
H -21.9981 -4.4456 14.9131 -0.2000 0.3333 0.4281
H -22.6656 -5.7849 14.1358 -0.2394 -0.2227 -0.5982
H -21.8995 -3.6626 12.6361 0.0236 -0.8603 -0.3177
H -23.2141 -2.8698 13.3054 -0.4869 0.0045 0.2151
H -24.6633 -4.4024 12.4015 -0.1094 0.1698 -0.2269
O -24.7912 -8.3852 17.5344 0.1701 -0.4439 0.8657
C -23.8410 -9.2014 16.8597 1.4002 0.6505 -0.7411
C -22.6246 -9.7563 17.6714 -2.4184 0.1803 0.4241
O -23.1427 -10.8507 18.5333 1.3581 1.1241 -1.1669
H -25.2354 -7.8762 16.8524 -0.1349 0.0048 0.1169
H -24.3290 -9.9747 16.2664 0.0066 -0.4304 0.3237
H -23.3913 -8.5211 16.1364 0.4587 -0.1574 -0.4788
H -22.1110 -8.9683 18.2223 -0.5138 0.0965 0.5715
H -21.8404 -9.9980 16.9539 -0.3094 -1.0823 -0.1225
H -23.0185 -10.5688 19.4426 -0.0065 -0.0173 0.0400
C -22.5541 -10.6358 10.4421 2.6710 0.4561 0.9544
C -23.8144 -11.0319 9.8324 -0.9461 0.1076 -0.1948
O -24.9072 -10.4667 10.5846 -0.1296 -0.0884 0.0693
H -22.3396 -9.5885 10.6546 -0.6494 0.2374 -0.1248
H -21.6601 -10.9335 9.8940 -0.2061 -0.2870 -0.4856
H -22.3826 -11.1772 11.3725 -0.2972 0.0679 0.2581
H -23.8095 -12.1167 9.9387 -0.6147 -0.1800 -0.5949
H -23.9581 -10.6847 8.8093 0.3698 -0.3762 -0.1728
H -25.5985 -10.2531 9.9536 -0.1523 0.0081 0.2007
C -17.5272 -11.3888 11.2718 -0.0314 1.0023 1.1849
C -18.5349 -10.9420 12.3805 0.1938 -2.1270 -0.2577
O -19.8592 -11.3635 11.9733 0.9108 0.5317 -0.3952
H -16.5224 -11.0913 11.5718 0.0656 0.5016 0.0316
H -17.7762 -10.8570 10.3535 0.0746 -0.3217 -0.1368
H -17.3753 -12.4607 11.1455 -0.8988 -0.0653 -0.0838
H -18.4224 -9.9048 12.6962 -0.3389 0.4682 -0.8291
H -18.3456 -11.4693 13.3155 0.3598 -0.3636 0.0727
H -20.4784 -10.9153 12.5540 -0.2544 0.3131 0.3005
C -19.3368 -6.2625 10.7981 -0.5419 0.3356 -0.7731
C -18.8400 -7.4054 9.8685 -0.8858 0.9676 1.1396
O -17.5638 -7.7237 10.3150 1.2373 -0.9478 0.1204
H -19.0627 -6.4162 11.8419 0.1652 -0.4535 -0.1151
H -20.4148 -6.1022 10.7868 -0.1706 -0.1700 -0.1876
H -18.9114 -5.3026 10.5053 0.2164 0.0678 -0.1034
H -18.7898 -7.1719 8.8050 -0.4360 0.3811 -0.0647
H -19.5009 -8.2632 9.9931 0.2638 -0.2222 0.0373
H -17.0026 -6.9617 10.1539 0.1312 -0.0088 0.0120
C -20.9262 -12.5133 15.7903 -0.6402 -0.4667 0.6551
O -19.5698 -12.7907 15.4575 -0.4212 0.1558 -0.3645
H -20.9552 -12.0919 16.7951 -0.2551 0.3807 -0.0411
H -21.4768 -11.8992 15.0777 0.8281 0.4641 -0.1550
H -21.5521 -13.4051 15.8225 0.2296 -0.4318 0.0525
H -19.2560 -13.3121 16.2000 0.2487 -0.1191 -0.0949
C -25.0863 -8.2386 13.1292 -0.5514 -0.0023 0.5684
O -23.9224 -8.9237 12.7495 0.1905 0.3614 -0.1973
H -25.6287 -8.8492 13.8510 -0.1322 0.1838 0.3713
H -24.8309 -7.2647 13.5469 0.0821 -0.0433 0.1090
H -25.7826 -8.0752 12.3066 0.1787 0.0710 -0.3093
H -24.2219 -9.4964 12.0397 0.1563 -0.5096 -0.5453
C -20.7904 -8.5708 14.1003 1.7961 0.9177 0.6894
O -21.3862 -9.6838 13.5658 -0.5824 -1.0564 -0.2959
H -19.7957 -8.8685 14.4321 0.0625 -0.1412 0.2855
H -20.5471 -7.7901 13.3795 -0.4463 0.2500 -0.3418
H -21.2907 -8.1355 14.9653 -0.3268 0.0182 0.0359
H -22.2616 -9.4412 13.2552 -0.6372 0.1229 -0.1398
```
Forces are in eV/Å.

Values from the calculation:
- energy (Eh) = -2193.77586
- structure (SMILES) = OCCO.OCCO.OCCO.OCCO.OCCO.OCCO.CCO.CCO.CCO.CO.CO.CO
- max |F| (eV/Å) = 3.12
- HOMO (eV) = -9.3643
- LUMO (eV) = -0.05
- gap between HOMO and LUMO (eV) = 9.3